Here is C26H15CaCl3F3N7O2S as an isolated structure from the OMol25 dataset. Energies are from ωB97M-V/def2-TZVPD.

Values from the calculation:
Total energy: -4289.77856 Eh
HOMO level: -0.2846 hartree
Energy relative to the best compared isomer or geometry (same formula, charge and spin): 0.0 kcal/mol
M: 692.95 g/mol
Frontier orbital gap: 6.44 eV

ORCA input file:
```
! RIJCOSX wB97M-V def2-TZVPD def2/J DEFGRID3
* xyz 0 1
H 0.3706 0.1324 -3.9577
Cl 2.1614 1.3211 3.0084
S -0.2266 -3.0497 -2.6034
H -2.2592 3.6857 6.6074
C 2.9865 -0.1682 2.4997
C 2.7584 -2.3395 -5.2756
C -0.9785 1.4169 0.1199
H -1.9189 0.3375 3.6412
H -1.4696 3.4194 0.7183
F -0.5021 -3.0806 -5.8177
H 4.5339 -1.1553 -4.9228
C 0.0157 0.9579 -3.3519
F 0.4418 -4.8757 -5.0755
O 2.2782 -1.8599 0.9377
Cl 4.7215 0.1477 2.2733
C -2.4397 3.8073 5.5454
C 1.2508 -2.5204 -3.3964
H -0.4574 -5.3364 2.7343
C 3.6116 -1.5444 -4.5181
H -0.0367 2.3904 -4.9511
N -0.6100 -2.4811 1.0124
C -1.9884 2.8411 4.6595
Ca 0.7663 -1.2569 -0.7473
F 1.2239 -3.8845 -6.8149
C -1.1539 -0.2368 1.7201
C -1.4175 2.3821 1.0113
H -0.1436 -4.3972 0.4323
N -0.6405 3.2308 -3.1617
H -3.1307 4.3512 1.8698
C -0.2123 2.2153 -3.8968
H -3.8426 5.9575 3.5731
C -2.2152 3.0109 3.2994
C -0.9566 -1.6944 2.0338
C -0.8632 2.9779 -1.8755
N 2.1036 -1.7439 -2.6869
H -1.4374 1.9923 5.0422
C 3.2311 -1.2750 -3.2222
C -1.7495 2.0066 2.3065
C 0.6803 -3.6703 -5.5985
C -0.4331 -3.7687 1.2663
C -1.1088 -2.2182 3.3094
N -3.0924 4.9066 5.1763
H 3.8393 -0.6600 -2.5679
O 2.1729 0.2608 0.2885
C -3.3060 5.0642 3.8721
C 1.5881 -2.8289 -4.7345
C -2.8900 4.1603 2.9073
C -1.6298 0.6695 2.6557
Cl 2.7579 -1.3961 3.7454
C -0.6047 -4.2800 2.5468
H 3.0113 -2.5805 -6.2989
H -1.3656 -1.5809 4.1454
H -1.2270 3.8019 -1.2764
C 2.4312 -0.6366 1.1219
C -0.6509 1.7257 -1.3149
N -0.8466 0.1399 0.4784
N -0.1944 0.7191 -2.0658
N -0.9365 -3.5101 3.5730
*
```